Formula: C2HGaO4
Source: OMol25
Level of theory: wB97M-V/def2-TZVPD

ORCA input file:
```
! RIJCOSX wB97M-V def2-TZVPD def2/J DEFGRID3
* xyz 2 1
O -4.24967 0.46989 0.44080
C -3.12469 0.49791 0.48889
H -0.48286 -0.20108 0.04618
O 0.07255 -0.94418 -0.40476
C 1.29849 -0.49917 -0.33644
O 1.71564 0.36863 -1.16785
O 1.71381 -0.34772 0.86966
Ga 3.05674 0.65572 0.06352
*
```

Formula: C2HI
Source: OMol25
Level of theory: wB97M-V/def2-TZVPD

ORCA input file:
```
! RIJCOSX wB97M-V def2-TZVPD def2/J DEFGRID3
* xyz 0 1
C -0.71017 -0.41498 -0.59886
C 0.81395 1.47535 0.09270
I 1.19739 -0.38046 0.22347
H -1.30118 -0.67992 0.28269
*
```

Formula: C2HIN2O2
Source: OMol25
Level of theory: wB97M-V/def2-TZVPD

ORCA input file:
```
! RIJCOSX wB97M-V def2-TZVPD def2/J DEFGRID3
* xyz 0 1
C 0.25831 1.29672 -0.45309
C 0.28968 0.07558 0.41676
N -0.04682 2.25124 -1.01409
N -0.27721 -1.09809 -0.43120
O 0.53263 -1.79511 -1.01047
O -1.46954 -1.31452 -0.28133
I -0.58514 0.63603 2.21937
H 1.29810 -0.05185 0.55405
*
```

Formula: C2HIN2OS
Source: OMol25
Level of theory: wB97M-V/def2-TZVPD

ORCA input file:
```
! RIJCOSX wB97M-V def2-TZVPD def2/J DEFGRID3
* xyz 0 1
C -1.41088 1.11633 -0.02314
C 0.90042 1.33356 -0.01923
N -1.36096 2.37532 0.08315
N -0.11692 0.42922 -0.05121
O 2.07280 1.08124 -0.01262
S 0.18788 3.02795 -0.00954
I -3.13440 -0.01435 0.03713
H 0.16671 -0.43395 0.39741
*
```

SMILES: O=c1[nH]c(I)ns1

Formula: C2HIN2OS
Source: OMol25
Level of theory: wB97M-V/def2-TZVPD

ORCA input file:
```
! RIJCOSX wB97M-V def2-TZVPD def2/J DEFGRID3
* xyz 0 1
C 0.13758 -0.24086 0.24259
C 0.79272 1.00658 -0.09421
N -1.09909 -2.44493 -1.88057
N -0.44726 1.07130 0.44836
O 1.69249 1.62953 -0.54108
S -1.15495 -1.10426 -1.32265
I 0.86315 -1.43824 1.86248
H -0.78464 1.52088 1.28508
*
```

Formula: C2HLiNaO3
Source: OMol25
Level of theory: wB97M-V/def2-TZVPD

ORCA input file:
```
! RIJCOSX wB97M-V def2-TZVPD def2/J DEFGRID3
* xyz 1 1
O -1.42391 0.90648 0.28093
C -0.27524 1.34067 0.04842
O -0.47053 -1.92740 -0.12643
C 0.61096 -1.55298 -0.35507
O 1.75542 -1.34799 -0.30454
Li -2.09431 -0.79326 0.43067
H -0.33030 2.37252 -0.42953
Na 2.22791 1.00195 0.45556
*
```

Formula: C2HN2
Source: OMol25
Level of theory: wB97M-V/def2-TZVPD

ORCA input file:
```
! RIJCOSX wB97M-V def2-TZVPD def2/J DEFGRID3
* xyz 1 1
C 0.92776 0.92556 -0.29845
C -0.02036 -0.02001 0.05440
N -1.67996 -1.71315 0.48798
N -0.91638 -0.92597 0.29459
H 1.68894 1.73357 -0.53852
*
```

SMILES: C#C[N+]#N

Formula: C2HN2O5S
Source: OMol25
Level of theory: wB97M-V/def2-TZVPD

ORCA input file:
```
! RIJCOSX wB97M-V def2-TZVPD def2/J DEFGRID3
* xyz -1 1
C -1.24896 -0.73458 1.07813
C -0.70464 -0.19123 -0.09903
N -1.84418 -1.17205 1.96610
N -0.44422 1.43940 -0.10759
O -1.02450 2.02639 -0.97350
O 1.25459 -1.98725 -0.86514
O 0.12186 1.91216 0.84573
O 1.92213 -0.53678 1.01793
O 1.72301 0.29154 -1.35112
S 1.33608 -0.64557 -0.35577
H -1.09118 -0.40203 -1.15574
*
```

SMILES: N#C[C@@H]([N+](=O)[O-])S(=O)(=O)[O-]

Formula: C2HN2OS
Source: OMol25
Level of theory: wB97M-V/def2-TZVPD

ORCA input file:
```
! RIJCOSX wB97M-V def2-TZVPD def2/J DEFGRID3
* xyz -1 1
C 1.01757 -0.33183 1.19457
C -1.50776 0.29817 -0.87006
N 0.71983 -0.70038 2.25429
N 1.07158 -0.08863 -0.00759
O -1.80368 1.13138 -0.14692
S -1.56127 -0.63050 -2.11123
H 2.06374 0.32179 -0.31305
*
```

Formula: C2HN2P
Source: OMol25
Level of theory: wB97M-V/def2-TZVPD

ORCA input file:
```
! RIJCOSX wB97M-V def2-TZVPD def2/J DEFGRID3
* xyz 0 1
C -0.07820 -1.31432 -0.08633
C -0.47171 1.23154 0.08779
N -0.64192 -2.00804 -0.83506
N -0.83849 2.19514 -0.41221
P 0.56785 -0.16961 1.10366
H 1.46246 0.06529 0.14216
*
```

SMILES: N#CPC#N

Formula: C2HN3O
Source: OMol25
Level of theory: wB97M-V/def2-TZVPD

ORCA input file:
```
! RIJCOSX wB97M-V def2-TZVPD def2/J DEFGRID3
* xyz 0 1
C -0.68500 0.57988 1.52426
C 0.97015 -0.19953 -1.58181
N -1.10818 1.13275 2.43928
N 1.17151 -0.80863 -2.57995
N -0.21327 -0.29597 0.61277
O 0.77825 0.42543 -0.53104
H -0.91347 -0.83394 0.11648
*
```

SMILES: N#CNOC#N

Formula: C2HN3O2
Source: OMol25
Level of theory: wB97M-V/def2-TZVPD

ORCA input file:
```
! RIJCOSX wB97M-V def2-TZVPD def2/J DEFGRID3
* xyz 0 1
C -1.12843 -0.17394 -0.06767
C 0.13635 -0.73825 0.29543
N -0.97511 1.07241 -0.44201
N 0.12810 1.59214 -0.43008
N 1.10459 0.35482 -0.00669
O 2.29761 0.37704 0.05264
O 0.50294 -1.79793 0.72799
H -2.06605 -0.68629 -0.12961
*
```

Number 1: calculated total energy -2301.59803 hartree. Number 2: calculated total energy -374.11227 hartree. Number 3: calculated total energy -634.35277 hartree. Number 4: calculated total energy -957.44573 hartree. Number 5: calculated total energy -957.28772 hartree. Number 6: calculated total energy -472.17580 hartree. Number 7: calculated total energy -185.83630 hartree. Number 8: calculated total energy -960.66822 hartree. Number 9: calculated total energy -659.77623 hartree. Number 10: calculated total energy -527.60412 hartree. Number 11: calculated total energy -316.16269 hartree. Number 12: calculated total energy -391.36599 hartree.